Record 1
Density functional theory data (ωB97M-V with the def2-TZVPD basis set) for a 8-piece molecular cluster, C40H62F4O16S7 overall in a non-equilibrium geometry.

## Properties
Charge: 0
HOMO-LUMO gap: 8.5 eV
Total energy: -161959.8594 eV
SMILES string: O=C1C=C(C(F)(F)C(F)F)C(=O)c2ccccc21.O=S1(=O)CCCC1.O=S1(=O)CCCC1.O=S1(=O)CCCC1.O=S1(=O)CCCC1.O=S1(=O)CCCC1.O=S1(=O)CCCC1.O=S1(=O)CCCC1
Largest force on an atom: 1.5 eV/A

Last column: Mulliken charge in e.
Atoms and positions in Å:
O 1.96 3.16 4.35  -0.61
C 1.61 3.81 3.41  0.08
C 0.19 3.89 2.94  -0.94
C -0.04 4.11 1.64  -0.12
C -1.41 4.31 1.04  1.04
F -2.37 4.22 1.97  -0.28
F -1.66 3.49 0.01  -0.28
C -1.45 5.79 0.47  0.11
F -1.36 5.80 -0.87  -0.26
F -2.59 6.41 0.83  -0.29
C 1.12 4.21 0.69  0.37
O 1.08 3.79 -0.43  -0.54
C 2.32 4.86 1.28  0.81
C 3.14 5.66 0.49  -0.82
C 4.24 6.27 1.09  -0.59
C 4.50 6.05 2.44  -0.47
C 3.67 5.25 3.23  -0.88
C 2.56 4.65 2.64  0.53
H -0.62 3.79 3.65  1.09
H -0.62 6.37 0.89  0.26
H 2.91 5.79 -0.56  0.52
H 4.88 6.92 0.52  0.42
H 5.35 6.52 2.93  0.41
H 3.89 5.09 4.27  0.50
C -2.38 -0.15 0.08  -0.53
C -1.32 0.44 -0.86  -0.07
C -0.07 -0.43 -0.74  -0.44
S -0.64 -2.07 -0.28  1.03
O -0.17 -2.36 1.05  -0.62
O -0.43 -2.99 -1.37  -0.62
C -2.38 -1.66 -0.17  -0.85
H -3.36 0.28 -0.10  0.42
H -2.11 0.05 1.12  0.26
H -1.69 0.42 -1.88  0.29
H -1.10 1.47 -0.61  -0.18
H 0.49 -0.50 -1.67  0.16
H 0.59 -0.08 0.06  0.33
H -2.84 -2.23 0.62  0.43
H -2.84 -1.90 -1.13  0.38
C -5.09 2.09 5.24  -0.72
C -4.73 1.93 6.73  -0.16
C -3.41 2.67 6.96  -0.84
S -3.35 3.98 5.74  1.10
O -2.26 3.72 4.83  -0.58
O -3.49 5.26 6.38  -0.74
C -4.88 3.57 4.91  -0.74
H -6.11 1.78 5.03  0.41
H -4.42 1.48 4.63  0.28
H -5.52 2.37 7.34  0.14
H -4.64 0.89 7.01  0.28
H -3.36 3.11 7.95  0.35
H -2.55 2.02 6.79  0.39
H -4.79 3.77 3.85  0.38
H -5.67 4.18 5.35  0.36
C 2.40 -3.78 -4.70  -0.84
C 3.18 -2.81 -5.59  -0.58
C 2.18 -1.83 -6.20  -0.15
S 0.82 -1.72 -5.04  1.22
O -0.38 -2.26 -5.64  -0.59
O 0.81 -0.41 -4.43  -0.71
C 1.46 -2.91 -3.87  -0.67
H 3.06 -4.37 -4.07  0.41
H 1.82 -4.47 -5.32  0.27
H 3.90 -2.26 -4.99  0.25
H 3.74 -3.33 -6.37  0.38
H 2.60 -0.83 -6.34  0.50
H 1.78 -2.20 -7.14  -0.21
H 0.63 -3.45 -3.42  0.47
H 2.00 -2.36 -3.11  0.35
C -1.64 -5.48 -9.67  -0.53
C -2.57 -4.28 -9.40  -0.64
C -1.79 -3.27 -8.55  -0.63
S -0.06 -3.51 -8.97  1.18
O 0.63 -3.99 -7.80  -0.59
O 0.43 -2.36 -9.70  -0.76
C -0.31 -4.88 -10.09  -0.78
H -2.04 -6.14 -10.43  0.35
H -1.51 -6.05 -8.75  0.29
H -2.86 -3.83 -10.35  0.29
H -3.49 -4.59 -8.90  0.33
H -2.07 -2.24 -8.78  0.41
H -1.90 -3.46 -7.49  0.31
H 0.53 -5.57 -10.01  0.39
H -0.36 -4.47 -11.10  0.35
C 1.53 -1.83 4.08  -0.42
C 2.08 -0.45 4.46  -0.40
C 3.15 -0.66 5.54  -0.77
S 3.82 -2.31 5.25  1.17
O 3.49 -3.15 6.37  -0.67
O 5.18 -2.20 4.77  -0.68
C 2.74 -2.72 3.88  -0.72
H 0.92 -1.77 3.18  0.10
H 0.90 -2.22 4.89  0.34
H 2.52 0.02 3.58  0.21
H 1.29 0.21 4.82  0.32
H 3.95 0.06 5.47  0.38
H 2.72 -0.65 6.54  0.39
H 2.51 -3.79 3.90  0.45
H 3.27 -2.48 2.96  0.33
C -7.47 -1.93 9.16  -0.64
C -7.14 -2.04 10.66  -0.63
C -5.81 -1.32 10.89  -0.69
S -5.71 -0.04 9.62  1.24
O -4.61 -0.36 8.75  -0.70
O -5.84 1.26 10.23  -0.71
C -7.24 -0.46 8.80  -0.60
H -8.50 -2.23 8.95  0.37
H -6.81 -2.56 8.58  0.31
H -7.92 -1.57 11.25  0.30
H -7.07 -3.08 10.97  0.33
H -5.76 -0.84 11.86  0.34
H -4.95 -1.98 10.75  0.35
H -7.14 -0.29 7.73  0.32
H -8.03 0.18 9.21  0.39
C 7.98 -0.14 -8.59  -0.57
C 6.66 -0.12 -9.39  -0.69
C 5.68 -1.05 -8.67  -0.61
S 6.16 -1.05 -6.94  1.23
O 6.61 -2.37 -6.58  -0.68
O 5.15 -0.37 -6.16  -0.65
C 7.58 0.02 -7.13  -0.83
H 8.65 0.65 -8.91  0.36
H 8.48 -1.10 -8.74  0.29
H 6.26 0.90 -9.40  0.32
H 6.81 -0.42 -10.42  0.33
H 4.65 -0.71 -8.75  0.35
H 5.76 -2.08 -9.03  0.40
H 8.36 -0.29 -6.43  0.41
H 7.26 1.04 -6.91  0.34

Record 2
Density functional theory data (ωB97M-V with the def2-TZVPD basis set) for C18H22ClN5O4S in the gas phase.

## Properties
Charge: 0
HOMO-LUMO gap: 9.0 eV
Total energy: -58022.5775 eV
SMILES string: C[C@@H]1CN(C(=O)c2cc(Cl)c3ccncc3n2)C[C@@H]1NC(=O)[C@@H](C)NS(C)(=O)=O
Largest force on an atom: 0.5 eV/A

Last column: Mulliken charge in e.
Atoms and positions in Å:
C -0.60 -1.36 -0.47  -1.52
C -0.11 -0.07 0.15  0.51
N -0.67 0.09 1.52  -0.34
S 0.23 -0.02 2.90  1.14
C -0.96 -0.61 4.06  -1.21
O 1.22 -1.03 2.68  -0.70
O 0.62 1.30 3.34  -0.50
C 1.40 0.15 -0.06  0.18
O 2.00 -0.52 -0.88  -0.66
N 1.95 1.19 0.60  0.14
C 3.33 1.63 0.39  -0.56
C 3.44 3.05 0.93  -1.19
N 3.51 2.83 2.37  0.08
C 2.78 3.61 3.19  0.33
O 2.14 4.58 2.80  -0.71
C 2.73 3.27 4.66  0.82
C 1.53 3.61 5.34  -0.58
C 1.44 3.34 6.67  0.37
Cl -0.02 3.70 7.53  -0.24
C 2.54 2.77 7.35  0.59
C 2.58 2.45 8.73  -0.76
C 3.72 1.91 9.24  -0.41
N 4.83 1.64 8.51  -0.63
C 4.80 1.93 7.24  -0.22
C 3.68 2.50 6.58  0.04
N 3.77 2.74 5.25  -0.46
C 4.06 1.49 2.67  -0.88
C 4.34 0.90 1.28  0.54
C 4.33 -0.62 1.26  -1.53
H -0.28 -1.43 -1.51  0.35
H -0.19 -2.22 0.06  0.32
H -1.69 -1.40 -0.42  0.40
H -0.55 0.76 -0.41  0.27
H -1.28 0.90 1.59  0.40
H -0.45 -0.67 5.02  0.39
H -1.79 0.09 4.12  0.38
H -1.29 -1.60 3.74  0.36
H 1.43 1.66 1.32  0.26
H 3.56 1.53 -0.67  0.55
H 4.34 3.54 0.56  0.45
H 2.58 3.68 0.69  0.38
H 0.72 4.06 4.78  0.54
H 1.73 2.64 9.36  0.40
H 3.79 1.65 10.29  0.39
H 5.69 1.73 6.64  0.43
H 4.96 1.56 3.28  0.42
H 3.32 0.89 3.21  0.21
H 5.33 1.25 0.95  0.43
H 3.36 -1.00 1.58  0.19
H 4.53 -1.00 0.26  0.38
H 5.09 -1.01 1.94  0.46

Record 3
Density functional theory data (ωB97M-V with the def2-TZVPD basis set) for a 6-piece molecular cluster, C52H63BrFNO31P2S2 overall.

## Properties
Charge: 0
HOMO-LUMO gap: 7.6 eV
Total energy: -232918.1718 eV
SMILES string: CC(=O)OCCC[C@]1(CCCCN)OS(=O)(=O)[C@@H](C[C@@H](C)Br)[C@@](CP(=O)(O)O)(P(=O)(O)O)[C@@]1(CCCS)[C@H](C)F.O=C1C=C(O)C(=O)C=C1O.O=C1C=C(O)C(=O)C=C1O.O=C1C=C(O)C(=O)C=C1O.O=C1C=C(O)C(=O)C=C1O.O=C1C=C(O)C(=O)C=C1O
Largest force on an atom: 0.9 eV/A

Last column: Mulliken charge in e.
Atoms and positions in Å:
C 0.82 4.29 1.24  -0.76
C 1.67 4.26 0.01  0.60
O 1.95 5.20 -0.67  -0.57
O 2.11 3.01 -0.26  -0.31
C 2.18 2.65 -1.66  -1.16
C 2.25 1.14 -1.74  -1.04
C 1.08 0.52 -0.95  -1.62
C 0.73 -0.97 -1.29  2.09
C 2.13 -1.64 -1.08  -2.58
C 2.59 -3.07 -0.82  0.22
C 2.84 -4.04 -2.02  -1.52
C 2.42 -3.61 -3.43  -0.17
N 3.45 -3.97 -4.43  -0.47
O 0.50 -1.01 -2.76  0.49
S -0.53 -0.01 -3.40  0.64
O -1.11 -0.62 -4.55  -0.78
O 0.07 1.28 -3.56  -0.65
C -1.78 0.13 -2.14  0.74
C -2.93 0.91 -2.84  -1.50
C -3.58 2.01 -2.00  0.54
C -2.60 3.10 -1.62  -0.96
Br -4.96 2.85 -3.12  -0.13
C -1.96 -1.23 -1.35  2.44
C -3.07 -0.95 -0.28  -1.22
P -4.87 -1.14 -0.33  0.66
O -5.63 -0.69 -1.50  -0.44
O -5.26 -0.28 0.97  -0.67
O -5.16 -2.64 0.10  -0.55
P -2.41 -2.55 -2.60  -0.08
O -1.27 -3.08 -3.34  -0.71
O -3.52 -1.92 -3.54  -0.23
O -3.27 -3.60 -1.77  -0.46
C -0.58 -1.54 -0.53  3.33
C -0.53 -0.76 0.84  -2.30
C -1.15 -1.30 2.16  -0.56
C -1.59 -0.13 3.03  -0.81
S -2.26 -0.62 4.64  -0.18
C -0.51 -3.03 -0.10  0.65
C -0.15 -4.16 -1.04  -1.89
F -1.76 -3.35 0.46  -0.45
H 0.03 3.54 1.18  0.10
H 0.38 5.28 1.36  0.41
H 1.41 4.07 2.13  0.25
H 3.07 3.10 -2.10  0.53
H 1.30 3.04 -2.17  0.34
H 2.25 0.88 -2.79  0.41
H 3.20 0.82 -1.31  0.57
H 1.40 0.58 0.08  1.53
H 0.24 1.19 -1.03  -0.39
H 2.66 -1.34 -1.99  0.77
H 2.62 -1.04 -0.31  0.50
H 2.08 -3.61 -0.02  -0.90
H 3.59 -2.95 -0.38  0.92
H 2.32 -4.97 -1.81  0.40
H 3.89 -4.31 -2.05  0.60
H 1.51 -4.13 -3.71  0.44
H 2.18 -2.55 -3.51  -0.24
H 3.85 -3.13 -4.83  0.23
H 3.03 -4.48 -5.20  0.36
H -1.42 0.82 -1.38  -1.73
H -3.67 0.31 -3.35  -0.12
H -2.43 1.48 -3.63  1.04
H -4.13 1.65 -1.14  0.13
H -2.08 3.47 -2.51  0.35
H -1.83 2.71 -0.94  0.02
H -3.09 3.92 -1.12  0.50
H -2.84 -1.52 0.61  -0.49
H -2.96 0.10 0.01  0.63
H -4.54 -0.10 1.58  0.42
H -6.04 -2.90 -0.21  0.38
H -3.10 -1.76 -4.41  0.39
H -3.96 -3.98 -2.34  0.38
H 0.53 -0.73 1.08  1.37
H -0.86 0.27 0.71  -0.03
H -1.99 -1.98 2.06  1.13
H -0.40 -1.85 2.73  0.14
H -2.35 0.46 2.51  0.30
H -0.75 0.51 3.27  0.18
H -3.35 -1.23 4.15  0.11
H 0.18 -3.07 0.75  -0.82
H 0.56 -4.82 -0.53  0.44
H -1.01 -4.77 -1.30  0.59
H 0.33 -3.79 -1.93  0.16
C 0.85 5.71 6.15  -1.07
C 1.50 5.62 7.32  0.18
C 2.01 4.30 7.86  1.20
O 2.60 4.35 8.93  -0.63
C 1.77 3.09 7.11  -1.02
C 1.12 3.19 5.94  0.07
C 0.62 4.51 5.39  1.25
O 0.06 4.45 4.31  -0.61
O 0.83 2.16 5.15  -0.44
O 1.77 6.64 8.11  -0.52
H 0.48 6.65 5.76  0.46
H 2.13 2.15 7.51  0.47
H 0.35 2.56 4.40  0.32
H 2.25 6.28 8.88  0.37
C 3.63 -6.03 2.81  -0.99
C 2.74 -5.03 2.75  0.33
C 2.97 -3.68 3.39  1.07
O 2.09 -2.86 3.23  -0.48
C 4.19 -3.46 4.13  -1.24
C 5.09 -4.46 4.20  0.35
C 4.87 -5.81 3.53  1.11
O 5.76 -6.62 3.66  -0.62
O 6.24 -4.37 4.84  -0.58
O 1.58 -5.13 2.12  -0.62
H 3.48 -6.99 2.34  0.48
H 4.35 -2.50 4.59  0.47
H 6.68 -5.24 4.72  0.38
H 1.14 -4.27 2.25  0.27
C 5.06 -5.78 -8.81  -1.09
C 6.24 -5.62 -9.42  0.33
C 7.50 -5.23 -8.66  1.09
O 8.51 -5.13 -9.33  -0.64
C 7.41 -5.00 -7.24  -0.92
C 6.22 -5.15 -6.62  0.43
C 4.98 -5.58 -7.38  0.97
O 3.96 -5.75 -6.72  -0.62
O 6.06 -4.93 -5.33  -0.51
O 6.44 -5.78 -10.72  -0.58
H 4.16 -6.07 -9.34  0.44
H 8.30 -4.70 -6.71  0.43
H 5.12 -5.01 -5.07  0.34
H 7.40 -5.60 -10.86  0.38
C -7.38 -1.55 -7.67  -1.13
C -7.67 -0.52 -8.48  0.33
C -7.61 0.92 -8.03  1.11
O -7.89 1.75 -8.87  -0.65
C -7.24 1.20 -6.66  -0.88
C -6.95 0.18 -5.84  0.19
C -6.99 -1.27 -6.31  1.09
O -6.71 -2.12 -5.48  -0.60
O -6.60 0.34 -4.58  -0.34
O -8.03 -0.66 -9.75  -0.58
H -7.42 -2.58 -7.99  0.43
H -7.21 2.23 -6.34  0.45
H -6.42 -0.54 -4.18  0.25
H -8.17 0.26 -10.08  0.38
C -1.71 9.78 11.98  -1.04
C -2.29 9.12 10.97  0.39
C -1.49 8.57 9.80  1.10
O -2.12 7.97 8.95  -0.66
C -0.06 8.78 9.77  -1.11
C 0.51 9.44 10.78  0.42
C -0.28 9.98 11.96  1.00
O 0.36 10.55 12.82  -0.63
O 1.81 9.70 10.87  -0.57
O -3.58 8.88 10.87  -0.57
H -2.27 10.18 12.82  0.43
H 0.50 8.40 8.93  0.49
H 1.94 10.18 11.71  0.38
H -3.71 8.38 10.04  0.38

Record 4
Density functional theory data (ωB97M-V with the def2-TZVPD basis set) for C34H46ClFeGeIN3O4SSi as an isolated structure in a non-equilibrium geometry.

## Properties
Charge: -2
HOMO-LUMO gap (alpha / beta): 5.5 / 5.6 eV
Total energy: -178903.3467 eV
2S+1: 6
Largest force on an atom: 2.1 eV/A

Last column: Mulliken charge in e.
Atoms and positions in Å:
Fe -0.85 0.45 0.69  1.85
I -2.34 2.90 0.25  0.17
C -4.10 1.91 -0.47  0.23
C -5.15 2.67 -0.90  -0.47
C -6.35 2.06 -1.30  -0.54
C -6.46 0.70 -1.27  -0.82
C -5.37 -0.10 -0.86  0.91
C -5.49 -1.50 -0.87  -0.89
C -4.42 -2.28 -0.53  -1.19
C -3.21 -1.68 -0.13  0.31
C -3.04 -0.31 -0.04  -0.55
C -4.14 0.49 -0.44  0.56
H -5.06 3.75 -0.92  0.36
H -7.17 2.68 -1.64  0.36
H -7.38 0.22 -1.57  0.31
H -6.44 -1.94 -1.17  0.28
H -4.50 -3.36 -0.54  0.41
H -2.39 -2.33 0.11  0.49
C -1.84 -1.20 3.90  -1.23
C -1.20 -2.22 3.00  0.18
C -1.05 -3.53 3.45  -0.86
C -0.44 -4.45 2.60  -0.74
C -0.01 -4.04 1.38  -1.12
C -0.16 -2.68 0.97  -0.28
N -0.79 -1.81 1.82  1.02
N 0.24 -2.20 -0.19  0.98
Si 1.17 -2.87 -1.42  0.26
C 0.09 -3.77 -2.73  -1.27
C 2.15 -1.56 -2.42  -0.38
C 2.57 -4.10 -0.89  -1.38
H -2.77 -1.59 4.32  0.44
H -2.03 -0.29 3.34  -0.15
H -1.17 -0.97 4.72  0.25
H -1.39 -3.82 4.44  0.38
H -0.32 -5.48 2.92  0.35
H 0.47 -4.73 0.69  0.33
H -0.76 -3.14 -2.99  0.29
H -0.31 -4.71 -2.35  0.29
H 0.63 -3.99 -3.65  0.34
H 1.50 -0.93 -3.01  -0.20
H 2.86 -2.04 -3.10  0.55
H 2.72 -0.91 -1.77  -0.23
H 2.23 -5.14 -0.87  0.35
H 2.90 -3.85 0.12  0.33
H 3.44 -4.05 -1.54  0.43
C -2.27 2.81 -3.39  -1.31
Ge -0.80 1.45 -3.28  0.47
C -1.41 0.02 -4.55  -1.38
C 0.76 2.37 -4.17  -1.42
C -0.28 0.75 -1.57  1.18
H -2.37 3.18 -4.41  0.45
H -2.07 3.66 -2.74  0.37
H -3.22 2.38 -3.09  0.28
H -1.70 0.46 -5.51  0.42
H -2.27 -0.51 -4.15  0.36
H -0.63 -0.71 -4.74  0.41
H 0.54 2.68 -5.19  0.38
H 1.63 1.71 -4.19  0.37
H 1.03 3.26 -3.60  0.40
H 0.60 1.26 -1.19  -0.31
H -0.16 -0.33 -1.59  -1.08
C 6.13 -0.69 0.04  -1.68
C 5.28 0.50 0.37  1.38
C 5.13 0.90 1.70  -0.78
C 4.22 1.88 2.05  -0.17
C 3.42 2.44 1.06  -0.08
C 3.62 2.12 -0.28  -0.72
C 4.55 1.16 -0.62  -0.72
S 2.00 3.45 1.46  1.24
O 0.83 2.85 0.88  -0.04
O 2.29 4.81 1.08  -0.92
N 2.04 3.49 3.14  -0.37
C 1.60 2.37 3.95  0.28
C 0.19 2.55 4.49  -1.05
C -0.82 2.61 3.29  0.03
O -1.37 3.69 3.09  -0.72
O -0.97 1.52 2.69  -0.76
H 7.05 -0.69 0.61  0.43
H 6.36 -0.71 -1.03  0.38
H 5.58 -1.60 0.28  0.26
H 5.70 0.41 2.47  0.37
H 4.09 2.18 3.07  0.48
H 3.01 2.61 -1.02  0.43
H 4.69 0.89 -1.66  0.19
H 1.59 4.36 3.41  0.39
H 2.32 2.25 4.78  0.28
H 1.63 1.46 3.35  -0.34
H 0.12 3.48 5.06  0.34
H -0.08 1.70 5.13  0.37
Cl 2.20 -1.18 2.37  -0.41
C 1.54 -0.10 1.17  3.06
H 2.08 -0.29 0.25  -0.92
H 1.73 0.91 1.53  -2.56

Record 5
Density functional theory data (ωB97M-V with the def2-TZVPD basis set) for an isolated ion of composition C6H8N and charge +1 in a non-equilibrium geometry.

## Properties
Charge: +1
HOMO-LUMO gap (alpha / beta): 6.9 / 9.2 eV
Total energy: -7829.1388 eV
Largest force on an atom: 4.7 eV/A

Last column: Mulliken charge in e.
Atoms and positions in Å:
C -2.19 0.46 -0.24  -0.23
C -2.95 -0.32 0.44  -0.71
C 0.23 1.29 -0.03  -0.50
C -0.78 0.37 -0.16  0.77
C 1.46 0.58 0.38  -0.47
C -0.28 -0.90 -0.11  -0.86
N 1.18 -0.91 -0.17  -0.19
H -2.52 1.12 -1.02  0.35
H -3.62 -0.93 1.12  0.36
H 0.04 2.37 -0.01  0.43
H 2.40 1.01 0.10  0.42
H 1.55 0.58 1.49  0.27
H -0.81 -1.73 -0.25  0.60
H 1.54 -1.03 -1.11  0.36
H 1.80 -1.48 0.56  0.40